No. 1
The following is a quantum chemistry calculation of C4H8ClF2N as an isolated structure, from the Open Molecules 2025 dataset.

Cartesian coordinates (Å):
C  0.31  1.91  -0.45
C  0.24  -0.37  -0.01
C  -0.79  -0.86  -0.93
C  0.38  -1.22  1.21
H  0.18  2.87  -0.18
H  -0.05  1.60  -1.40
H  1.30  1.65  -0.76
H  -1.10  1.01  0.69
H  1.32  -0.18  -0.44
H  -0.31  -1.53  -1.74
H  -1.62  0.05  -1.54
H  -1.44  -1.55  -0.02
N  -0.11  0.93  0.53
F  0.48  -2.44  0.92
F  -0.69  -1.01  1.90
Cl  1.90  -0.86  2.24

**Net charge**: 0
**Energy relative to the best compared isomer or geometry (same formula, charge and spin)**: 311.68 kJ/mol
**Frontier orbital gap**: 10.066 eV

=====

No. 2
The following is a quantum chemistry calculation of a 12-piece molecular cluster, C5H35NO11 overall, from the Open Molecules 2025 dataset.

Cartesian coordinates (Å):
C  -2.94  2.79  -1.92
C  -1.83  1.77  -2.29
C  -0.99  2.32  -3.46
N  -0.90  1.23  -1.21
C  -1.84  0.57  -0.23
C  -0.21  2.45  -0.72
H  -3.60  2.80  -2.77
H  -2.43  3.73  -1.72
H  -3.42  2.53  -0.98
H  -2.39  0.89  -2.61
H  -0.01  1.86  -3.56
H  -1.44  2.25  -4.44
H  -0.80  3.37  -3.22
H  -2.77  0.41  -0.74
H  -1.35  -0.37  0.02
H  -1.88  1.17  0.68
H  0.20  2.19  0.25
H  -0.75  3.39  -0.62
H  0.64  2.63  -1.38
O  -1.00  -2.16  3.31
H  -1.55  -2.64  3.94
H  -1.61  -1.95  2.59
O  4.70  0.24  1.79
H  3.90  0.41  1.28
H  4.71  -0.70  1.95
O  -2.16  -3.44  -2.97
H  -1.76  -3.87  -2.21
H  -1.44  -2.83  -3.20
O  4.68  -2.84  0.93
H  5.10  -2.07  0.52
H  3.95  -2.41  1.39
O  2.14  2.18  2.82
H  2.84  2.26  2.18
H  1.48  1.69  2.32
O  0.49  -0.94  -2.66
H  -0.04  -0.13  -2.61
H  0.99  -0.98  -1.83
O  -3.27  -2.43  1.06
H  -3.18  -3.29  0.65
H  -3.90  -2.48  1.79
O  1.12  -1.79  -0.07
H  1.15  -2.70  0.21
H  0.23  -1.68  -0.41
O  1.75  -3.61  3.37
H  2.53  -3.54  2.82
H  1.38  -2.73  3.31
O  2.31  1.16  0.23
H  2.37  1.85  -0.45
H  1.69  0.62  -0.25
O  -0.53  1.16  2.78
H  -0.46  0.21  2.87
H  0.11  1.46  3.44

**SMILES**: CC(C)N(C)C.O.O.O.O.O.O.O.O.O.O.O
**Net charge**: 0
**Energy relative to the best compared isomer or geometry (same formula, charge and spin)**: 190.82 kJ/mol
**Frontier orbital gap**: 9.246 eV

=====

No. 3
The following is a quantum chemistry calculation of a 4-piece molecular cluster, C2H14N2O3 overall, from the Open Molecules 2025 dataset.

Cartesian coordinates (Å):
C  2.57  1.66  -0.19
N  1.92  0.47  0.28
C  0.59  0.73  0.73
N  0.03  -0.49  1.35
H  3.64  1.53  -0.30
H  2.41  2.54  0.46
H  2.17  1.95  -1.17
H  2.45  0.14  1.08
H  0.45  1.59  1.41
H  -0.13  0.97  -0.07
H  0.74  -1.01  1.84
H  -0.76  -0.37  1.97
O  1.09  -2.83  -0.30
H  0.25  -2.55  -0.67
H  1.26  -3.68  -0.73
O  -2.14  2.69  -1.87
H  -1.84  3.45  -1.36
H  -2.25  3.00  -2.77
O  -3.12  -2.00  0.28
H  -3.71  -2.28  -0.42
H  -2.93  -2.75  0.86

**SMILES**: CNCN.O.O.O
**Net charge**: 0
**Energy relative to the best compared isomer or geometry (same formula, charge and spin)**: 150.00 kJ/mol
**Frontier orbital gap**: 9.146 eV

=====

No. 4
The following is a quantum chemistry calculation of one molecule with the formula C4H8O2, from the Open Molecules 2025 dataset.

Cartesian coordinates (Å):
C  1.50  -0.02  0.65
C  0.08  0.41  0.25
C  -0.96  -0.30  1.09
O  -0.74  -1.29  1.76
C  -0.31  0.12  -1.23
O  -1.63  -0.39  -1.32
H  1.57  -0.06  1.74
H  2.28  0.67  0.29
H  1.73  -1.02  0.27
H  -0.05  1.48  0.46
H  -1.98  0.08  0.97
H  -0.29  1.02  -1.85
H  0.40  -0.59  -1.67
H  -1.59  -1.35  -1.45

**SMILES**: C[C@H](C=O)CO
**Net charge**: 0
**Energy relative to the best compared isomer or geometry (same formula, charge and spin)**: 137.72 kJ/mol
**Frontier orbital gap**: 10.427 eV

=====

No. 5
The following is a quantum chemistry calculation of a 2-piece molecular cluster, C2H7NS2 overall, from the Open Molecules 2025 dataset.

Cartesian coordinates (Å):
C  -1.44  -2.29  1.13
C  -2.34  -1.25  0.91
N  -2.06  0.15  0.77
H  -0.38  -2.00  1.17
H  -1.59  -3.39  1.19
H  -3.33  -1.64  0.60
H  -1.53  0.64  1.45
H  -2.83  0.79  0.54
S  1.83  -0.23  -0.90
S  0.94  1.78  -0.50
H  0.64  -0.94  -0.69
H  1.81  1.91  0.57

**SMILES**: C=CN.SS
**Net charge**: 0
**Energy relative to the best compared isomer or geometry (same formula, charge and spin)**: 152.52 kJ/mol
**Frontier orbital gap**: 8.169 eV

=====

No. 6
The following is a quantum chemistry calculation of C37H35GaNO3 as an isolated structure, from the Open Molecules 2025 dataset.

Cartesian coordinates (Å):
Ga  -0.40  0.39  -0.90
O  1.20  1.17  -1.02
C  1.65  2.18  -0.11
C  0.44  3.08  0.23
C  -0.54  2.38  1.14
C  -0.70  2.76  2.45
C  -1.56  2.04  3.27
C  -2.24  0.96  2.75
C  -2.06  0.60  1.43
C  -2.78  -0.57  0.82
C  -1.88  -1.71  0.30
O  -1.16  -1.22  -0.81
C  -0.91  -2.24  1.36
C  -1.24  -2.30  2.70
C  -0.37  -2.85  3.63
C  0.85  -3.37  3.22
C  1.19  -3.33  1.88
C  0.32  -2.77  0.95
C  -2.77  -2.86  -0.19
C  -2.52  -3.44  -1.43
C  -3.29  -4.51  -1.87
C  -4.31  -5.02  -1.07
C  -4.55  -4.45  0.17
C  -3.78  -3.38  0.61
N  -1.21  1.32  0.65
C  2.75  2.94  -0.84
C  3.94  2.26  -1.10
C  4.97  2.88  -1.80
C  4.82  4.19  -2.23
C  3.65  4.88  -1.97
C  2.61  4.25  -1.28
C  2.17  1.59  1.20
C  1.92  0.28  1.57
C  2.28  -0.18  2.84
C  2.90  0.67  3.74
C  3.18  1.98  3.36
C  2.82  2.43  2.10
H  -0.05  3.37  -0.70
H  0.77  3.98  0.73
H  -0.14  3.60  2.83
H  -1.69  2.32  4.30
H  -2.93  0.38  3.36
H  -3.36  -0.23  -0.04
H  -3.51  -0.93  1.55
H  -2.20  -1.92  3.04
H  -0.66  -2.89  4.68
H  1.52  -3.80  3.95
H  2.13  -3.74  1.54
H  0.58  -2.76  -0.10
H  -1.72  -3.06  -2.04
H  -3.09  -4.96  -2.84
H  -4.91  -5.85  -1.41
H  -5.33  -4.84  0.81
H  -3.97  -2.98  1.59
H  4.05  1.24  -0.75
H  5.88  2.33  -1.99
H  5.63  4.67  -2.77
H  3.53  5.90  -2.31
H  1.71  4.81  -1.10
H  1.46  -0.43  0.89
H  2.07  -1.21  3.11
H  3.19  0.32  4.72
H  3.69  2.65  4.04
H  3.05  3.45  1.80
C  -1.42  -0.85  -4.50
C  0.06  -0.39  -4.57
C  0.08  0.92  -3.82
O  -0.91  0.70  -2.76
C  -2.04  0.00  -3.39
H  -1.49  -1.91  -4.27
H  -1.94  -0.68  -5.44
H  0.41  -0.27  -5.60
H  0.71  -1.11  -4.08
H  -0.30  1.75  -4.42
H  1.01  1.20  -3.35
H  -2.70  0.78  -3.79
H  -2.55  -0.57  -2.63

**Net charge**: +1
**Energy relative to the best compared isomer or geometry (same formula, charge and spin)**: 0.00 kJ/mol
**Frontier orbital gap**: 8.288 eV

=====

No. 7
The following is a quantum chemistry calculation of C45H56N6STeTi as an isolated structure, from the Open Molecules 2025 dataset.

Cartesian coordinates (Å):
Ti  0.55  0.07  0.15
C  2.71  -5.87  -0.65
C  1.26  -5.38  -0.68
C  1.06  -4.11  0.07
C  0.73  -3.97  1.42
C  0.46  -5.05  2.42
C  1.65  -5.32  3.34
C  0.67  -2.59  1.68
N  0.98  -1.87  0.55
C  1.23  -2.81  -0.44
C  1.66  -2.49  -1.75
C  1.89  -1.25  -2.24
C  2.53  -0.95  -3.52
C  2.86  -1.99  -4.54
C  1.62  -2.48  -5.29
C  2.69  0.39  -3.59
C  2.11  0.96  -2.37
C  1.95  2.28  -2.13
C  1.25  2.83  -1.02
N  0.77  2.10  0.05
C  0.16  3.01  0.88
C  -0.36  2.70  2.16
C  -0.39  1.47  2.73
N  -0.03  0.29  2.08
C  -0.07  -0.70  3.08
C  0.26  -2.00  2.90
C  -0.54  -0.11  4.34
C  -0.75  1.20  4.12
C  -1.18  2.25  5.09
C  0.00  3.03  5.67
C  -0.77  -0.90  5.59
C  -2.06  -1.71  5.54
C  0.24  4.30  0.33
C  0.93  4.19  -0.87
C  1.22  5.28  -1.85
C  0.17  5.33  -2.97
C  -0.31  5.56  0.94
C  0.68  6.23  1.89
N  1.62  -0.05  -1.56
C  3.25  1.21  -4.71
C  2.15  1.77  -5.62
H  2.84  -6.80  -1.21
H  3.38  -5.12  -1.07
H  3.03  -6.05  0.38
H  0.95  -5.25  -1.72
H  0.61  -6.16  -0.27
H  -0.41  -4.80  3.02
H  0.20  -5.97  1.89
H  1.92  -4.42  3.90
H  1.43  -6.12  4.05
H  2.53  -5.62  2.76
H  1.90  -3.33  -2.39
H  3.58  -1.58  -5.25
H  3.35  -2.83  -4.05
H  1.16  -1.66  -5.85
H  1.88  -3.27  -6.00
H  0.88  -2.87  -4.60
H  2.34  2.99  -2.85
H  -0.70  3.54  2.76
H  0.16  -2.66  3.75
H  -1.87  2.94  4.60
H  -1.75  1.78  5.90
H  0.59  3.50  4.88
H  -0.34  3.82  6.35
H  0.66  2.37  6.23
H  0.08  -1.57  5.75
H  -0.80  -0.22  6.44
H  -2.07  -2.40  4.69
H  -2.20  -2.30  6.45
H  -2.92  -1.05  5.43
H  1.24  6.24  -1.33
H  2.21  5.16  -2.28
H  -0.83  5.44  -2.54
H  0.35  6.17  -3.65
H  0.18  4.41  -3.55
H  -0.59  6.25  0.15
H  -1.24  5.34  1.47
H  1.60  6.48  1.37
H  0.26  7.14  2.32
H  0.95  5.56  2.71
H  3.84  2.03  -4.30
H  3.93  0.60  -5.31
H  2.58  2.38  -6.42
H  1.58  0.96  -6.08
H  1.46  2.40  -5.06
C  -4.33  2.33  -2.25
Te  -2.92  3.07  -0.82
C  -3.48  1.63  0.65
H  -4.06  1.31  -2.52
H  -4.28  2.97  -3.13
H  -5.33  2.36  -1.83
H  -4.40  1.93  1.13
H  -2.67  1.57  1.38
H  -3.60  0.67  0.16
N  -0.86  0.76  -2.90
C  -1.38  -0.26  -2.24
N  -1.26  -0.46  -0.94
C  -2.07  -1.53  -0.53
C  -2.30  -1.93  0.78
C  -3.10  -3.04  1.01
C  -3.68  -3.74  -0.03
C  -3.50  -3.33  -1.34
C  -2.70  -2.22  -1.57
S  -2.37  -1.43  -3.09
H  -0.36  1.48  -2.39
H  -0.74  0.73  -3.90
H  -1.86  -1.38  1.60
H  -3.27  -3.35  2.03
H  -4.30  -4.60  0.17
H  -3.97  -3.85  -2.17

**Net charge**: 0
**Energy relative to the best compared isomer or geometry (same formula, charge and spin)**: 0.00 kJ/mol
**Frontier orbital gap (alpha / beta)**: 5.122 / 5.113 eV

=====

No. 8
The following is a quantum chemistry calculation of C51H44BF2N4O2PtS4 as an isolated structure, from the Open Molecules 2025 dataset.

Cartesian coordinates (Å):
Pt  -1.40  -0.89  2.14
C  -3.15  -4.06  -6.03
C  -2.67  -3.26  -4.85
C  -2.27  -3.89  -3.68
C  -1.81  -3.16  -2.59
C  -1.75  -1.78  -2.69
C  -2.17  -1.12  -3.84
C  -2.62  -1.87  -4.91
S  -1.21  -0.83  -1.27
O  -2.12  0.34  -1.18
C  0.37  -0.35  -2.05
C  1.19  -1.50  -2.18
C  2.29  -1.50  -2.96
C  2.47  -0.42  -3.87
C  3.35  -0.55  -4.96
C  3.30  0.33  -6.01
C  2.34  1.35  -6.00
C  1.53  1.54  -4.91
C  1.63  0.72  -3.77
C  0.76  0.87  -2.60
C  0.29  2.18  -2.04
C  0.48  3.50  -2.62
C  1.62  3.88  -3.37
C  1.76  5.15  -3.87
C  0.76  6.12  -3.67
C  -0.30  5.82  -2.86
C  -0.42  4.54  -2.26
C  -1.34  4.35  -1.20
C  -1.21  3.25  -0.41
C  -0.35  2.21  -0.81
S  0.09  1.06  0.50
O  -0.86  1.36  1.65
C  1.66  1.81  0.88
C  1.75  3.03  1.52
C  3.00  3.58  1.74
C  4.16  2.92  1.32
C  5.51  3.53  1.54
C  4.04  1.69  0.68
C  2.79  1.13  0.45
H  -3.46  -5.06  -5.74
H  -2.35  -4.16  -6.77
H  -3.99  -3.57  -6.52
H  -2.32  -4.97  -3.61
H  -1.52  -3.65  -1.67
H  -2.14  -0.04  -3.88
H  -2.95  -1.36  -5.81
H  0.91  -2.39  -1.62
H  2.95  -2.35  -3.02
H  4.02  -1.40  -4.99
H  3.96  0.21  -6.86
H  2.21  1.98  -6.87
H  0.77  2.31  -4.96
H  2.43  3.18  -3.50
H  2.66  5.40  -4.41
H  0.87  7.10  -4.10
H  -1.03  6.58  -2.61
H  -2.05  5.13  -0.96
H  -1.77  3.13  0.51
H  0.85  3.54  1.86
H  3.08  4.53  2.25
H  5.45  4.43  2.16
H  5.97  3.81  0.59
H  6.18  2.83  2.04
H  4.93  1.17  0.35
H  2.70  0.17  -0.06
C  2.25  -2.08  2.71
N  1.32  -3.20  2.73
C  1.35  -4.28  1.88
C  0.36  -5.11  2.27
N  -0.28  -4.54  3.34
B  -1.52  -5.13  4.07
N  -2.85  -4.45  3.53
C  -4.03  -4.82  4.13
C  -5.06  -4.30  3.42
N  -4.50  -3.59  2.39
C  -5.27  -2.95  1.32
C  -3.15  -3.69  2.47
S  -2.08  -2.91  1.31
C  0.31  -3.39  3.60
S  -0.10  -2.35  4.96
H  3.15  -2.40  2.20
H  2.49  -1.79  3.73
H  1.82  -1.22  2.20
H  2.08  -4.36  1.09
H  0.05  -6.07  1.88
H  -1.44  -4.91  5.25
H  -1.58  -6.30  3.80
H  -4.04  -5.44  5.01
H  -6.12  -4.36  3.56
H  -6.02  -2.31  1.77
H  -5.74  -3.72  0.72
H  -4.60  -2.35  0.71
F  -3.01  0.53  3.79
C  -3.14  -0.59  3.02
F  -4.10  -0.32  2.11
H  -3.45  -1.41  3.66
C  -0.06  -0.81  4.23
C  0.18  0.38  4.31
C  0.46  1.77  4.49
C  1.76  2.16  4.81
C  2.06  3.49  5.02
C  1.06  4.45  4.91
C  -0.24  4.07  4.59
C  -0.55  2.74  4.38
H  2.53  1.40  4.89
H  3.07  3.79  5.28
H  1.29  5.49  5.08
H  -1.02  4.82  4.51
H  -1.55  2.44  4.12

**Net charge**: +1
**Energy relative to the best compared isomer or geometry (same formula, charge and spin)**: 307.39 kJ/mol
**Frontier orbital gap**: 6.857 eV